C5H8O in the gas phase in a non-equilibrium geometry. Source: OMol25; level of theory: wB97M-V/def2-TZVPD.

ORCA input file:
```
! RIJCOSX wB97M-V def2-TZVPD def2/J DEFGRID3
* xyz 0 1
C 1.4535 0.2092 0.5987
C 0.3667 0.4295 -0.4431
C -0.2691 -0.9162 -0.8659
C -1.3963 -0.5218 0.0606
O -1.0556 0.4735 1.4381
C -1.0148 0.8933 0.1528
H 1.1135 -0.4728 1.3862
H 1.7371 1.1467 1.0796
H 2.3362 -0.2356 0.1255
H 0.6592 1.0759 -1.2628
H 0.2614 -1.8622 -0.7208
H -0.5736 -0.8609 -1.9302
H -2.0888 -1.1434 0.5908
H -1.5292 1.7848 -0.2096
*
```

Summary:
**Highest occupied orbital energy**: -9.3705 eV
**Gap between HOMO and LUMO**: 0.3828 Eh
**Lowest unoccupied orbital energy**: 1.05 eV

2 unconnected molecules or ions with the total composition C5H8O. Source: OMol25; level of theory: wB97M-V/def2-TZVPD.

ORCA input file:
```
! RIJCOSX wB97M-V def2-TZVPD def2/J DEFGRID3
* xyz 0 1
C -0.9295 -1.2542 -0.9670
C 0.1133 -0.5529 -0.5855
C 0.9468 0.2709 -0.0143
C 2.4243 0.4890 -0.1499
H -1.5517 -0.9385 -1.8036
H -1.2114 -2.1595 -0.4310
H 0.4138 0.8978 0.6958
H 2.9060 0.3588 0.8271
H 2.8927 -0.1906 -0.8645
H 2.6196 1.5214 -0.4656
C -2.1615 0.3861 0.9409
O -1.3913 1.2114 1.3743
H -2.7778 0.5762 0.0366
H -2.2932 -0.6160 1.4068
*
```

Summary:
**Highest occupied orbital energy**: -9.4766 eV
**Gap between HOMO and LUMO**: 0.3833 Eh
**Lowest unoccupied orbital energy**: 0.95 eV

C5H8O in the gas phase. Source: OMol25; level of theory: wB97M-V/def2-TZVPD.

ORCA input file:
```
! RIJCOSX wB97M-V def2-TZVPD def2/J DEFGRID3
* xyz 0 1
O -0.2691 1.6414 -1.0468
C -1.0261 0.5702 -0.5647
C -0.4595 -0.8110 -0.3993
C 1.0533 -0.7044 -0.2012
C 0.7847 0.0947 1.1017
C -0.7154 0.0860 0.8052
H -0.1574 1.5557 -2.0014
H -2.0849 0.6017 -0.8284
H -1.0181 -1.7226 -0.5467
H 1.5652 -0.1459 -0.9922
H 1.5615 -1.6606 -0.0582
H 0.9937 -0.5291 1.9747
H 1.2746 1.0640 1.2152
H -1.5022 -0.0401 1.5422
*
```

Summary:
**Highest occupied orbital energy**: -9.4078 eV
**Gap between HOMO and LUMO**: 0.3807 Eh
**Lowest unoccupied orbital energy**: 0.95 eV

C5H8O in the gas phase in a non-equilibrium geometry. Source: OMol25; level of theory: wB97M-V/def2-TZVPD.

ORCA input file:
```
! RIJCOSX wB97M-V def2-TZVPD def2/J DEFGRID3
* xyz 0 1
O 1.0965 -1.4980 0.7663
C 0.3016 -0.9250 -0.2571
C -1.0103 -0.4621 0.4366
C -0.9471 1.0403 0.3492
C 0.2091 1.4672 -0.1623
C 0.9549 0.3554 -0.8458
H 0.4486 -1.6879 1.4641
H 0.1305 -1.6552 -1.0633
H -0.9250 -0.8037 1.5136
H -1.9346 -0.9333 0.0867
H -1.7563 1.6856 0.6727
H 0.5804 2.4880 -0.1187
H 0.7302 0.4190 -1.9237
H 2.0477 0.4004 -0.7643
*
```

Summary:
**Highest occupied orbital energy**: -9.2623 eV
**Gap between HOMO and LUMO**: 0.3784 Eh
**Lowest unoccupied orbital energy**: 1.04 eV

C5H8O in the gas phase in a non-equilibrium geometry. Source: OMol25; level of theory: wB97M-V/def2-TZVPD.

ORCA input file:
```
! RIJCOSX wB97M-V def2-TZVPD def2/J DEFGRID3
* xyz 0 1
C -1.9653 0.2081 -0.0621
C -0.8949 -0.5931 0.6152
O -0.1734 0.2082 1.5468
C 0.4449 -0.2086 0.2464
C 1.1914 0.4897 -0.8717
C 1.9171 -0.3178 0.2066
H -2.1327 -0.2439 -1.0407
H -2.8762 0.1907 0.5415
H -1.6479 1.2565 -0.1821
H -1.1195 -1.6273 0.8480
H 1.1927 1.5701 -0.9452
H 1.2702 0.0093 -1.8698
H 2.4824 -1.2002 -0.0775
H 2.3110 0.2584 1.0445
*
```

Summary:
**Highest occupied orbital energy**: -9.4993 eV
**Gap between HOMO and LUMO**: 0.3911 Eh
**Lowest unoccupied orbital energy**: 1.14 eV

C5H8O in the gas phase in a non-equilibrium geometry. Source: OMol25; level of theory: wB97M-V/def2-TZVPD.

ORCA input file:
```
! RIJCOSX wB97M-V def2-TZVPD def2/J DEFGRID3
* xyz 0 1
C 0.8005 0.0570 1.5422
C 0.3941 0.3208 0.1697
O 0.5403 1.5846 -0.3051
C 0.1600 -0.7680 -0.7645
C -0.9003 -0.2744 -1.7092
C -1.1816 -0.3549 -0.2556
H 1.6196 -0.6034 1.4537
H 0.1134 -0.3505 2.1796
H 1.3048 1.0579 1.9775
H 0.2849 2.2814 0.3905
H 0.6618 -1.6683 -0.7801
H -0.7151 0.6401 -2.1875
H -1.1903 -1.1233 -2.2017
H -1.8920 -0.7991 0.4904
*
```

Summary:
**Highest occupied orbital energy**: -8.1178 eV
**Gap between HOMO and LUMO**: 0.3340 Eh
**Lowest unoccupied orbital energy**: 0.97 eV

C5H8O in the gas phase in a non-equilibrium geometry. Source: OMol25; level of theory: wB97M-V/def2-TZVPD.

ORCA input file:
```
! RIJCOSX wB97M-V def2-TZVPD def2/J DEFGRID3
* xyz 0 1
C -1.4114 -0.7159 -0.4516
C -0.3388 0.2014 -0.9226
C 0.1860 1.1020 1.2385
C 0.7129 0.7353 -0.0746
C 1.5372 -0.5700 0.1121
O 2.7163 -0.6358 -0.1281
H -2.3536 -0.1874 -0.2445
H -1.6433 -1.4705 -1.2143
H -1.1350 -1.1951 0.4987
H -0.4368 0.5809 -1.9399
H 0.6458 0.7001 2.1395
H -0.8532 1.4090 1.3250
H 1.3834 1.4299 -0.5908
H 0.9603 -1.4256 0.5022
*
```

Summary:
**Highest occupied orbital energy (alpha / beta)**: -8.7666 / -7.8360 eV
**Gap between HOMO and LUMO (alpha / beta)**: 0.3219 / 0.2806 Eh
**Lowest unoccupied orbital energy (alpha / beta)**: -0.01 / -0.20 eV

2 unconnected molecules or ions with the total composition C5H8O. Source: OMol25; level of theory: wB97M-V/def2-TZVPD.

ORCA input file:
```
! RIJCOSX wB97M-V def2-TZVPD def2/J DEFGRID3
* xyz 0 1
C 1.5318 -0.7869 -0.5937
C 0.3851 -0.3072 -0.1315
C -0.8120 -0.9373 0.5737
C -1.6415 0.0866 -0.2218
O -1.3240 1.3371 0.3585
C -0.4377 0.8325 -0.6406
H 2.1201 -0.2133 -1.3059
H 1.8963 -1.7745 -0.3308
H -0.9188 -2.0044 0.3688
H -0.9204 -0.7222 1.6423
H -2.5857 -0.0354 -0.7347
H -0.2452 1.4886 -1.4816
H 1.7043 1.3190 1.0843
H 1.4153 1.8818 1.4776
*
```

Summary:
**Highest occupied orbital energy**: -9.3163 eV
**Gap between HOMO and LUMO**: 0.3833 Eh
**Lowest unoccupied orbital energy**: 1.11 eV

C5H8O in the gas phase. Source: OMol25; level of theory: wB97M-V/def2-TZVPD.

ORCA input file:
```
! RIJCOSX wB97M-V def2-TZVPD def2/J DEFGRID3
* xyz 0 1
C 1.6730 -0.5034 0.2876
C 0.6632 0.3987 -0.4671
C -0.2782 1.1268 0.4671
C -1.4754 0.5610 0.4068
C -1.3994 -0.6259 -0.5313
O -0.2009 -0.4147 -1.2544
H 1.5114 -1.4815 -0.1239
H 2.7086 -0.1938 0.1423
H 1.4729 -0.5435 1.3669
H 1.1510 1.0735 -1.1856
H 0.0759 1.8623 1.1842
H -2.3450 0.7888 1.0140
H -2.2084 -0.7183 -1.2626
H -1.3630 -1.5285 0.0752
*
```

Summary:
**Highest occupied orbital energy**: -9.2149 eV
**Gap between HOMO and LUMO**: 0.3790 Eh
**Lowest unoccupied orbital energy**: 1.10 eV

A molecular structure, C5H8O in a non-equilibrium geometry. Source: OMol25; level of theory: wB97M-V/def2-TZVPD.

ORCA input file:
```
! RIJCOSX wB97M-V def2-TZVPD def2/J DEFGRID3
* xyz 0 1
C 2.8222 -0.0882 0.0168
C 1.4383 -0.2827 -0.1799
C 0.2625 -0.1013 -0.4366
C -1.1011 0.3867 -0.2733
C -2.0577 -0.7839 -0.1281
O -1.3187 1.2388 0.8512
H 3.4961 -0.7711 0.5124
H 2.0161 0.1208 1.0261
H 3.3293 0.5854 -0.7157
H -1.3299 0.9292 -1.2015
H -1.8042 -1.3628 0.7655
H -3.0813 -0.4166 -0.0339
H -1.9719 -1.4328 -1.0030
H -0.6997 1.9784 0.8002
*
```

Summary:
**Highest occupied orbital energy**: -8.4664 eV
**Gap between HOMO and LUMO**: 0.3370 Eh
**Lowest unoccupied orbital energy**: 0.70 eV

3 unconnected molecules or ions with the total composition C5H8O in a non-equilibrium geometry. Source: OMol25; level of theory: wB97M-V/def2-TZVPD.

ORCA input file:
```
! RIJCOSX wB97M-V def2-TZVPD def2/J DEFGRID3
* xyz 0 1
C -1.1266 -0.9158 -0.5567
C -0.6966 0.5099 -0.8614
C -0.2970 1.5103 0.1862
C 0.6584 1.0888 -0.5774
C 1.9970 -1.0777 0.5084
O 2.4512 -1.5483 -0.4230
H -0.6802 -1.2898 0.3708
H -2.2175 -0.9647 -0.4450
H -0.8479 -1.5935 -1.3740
H -1.1973 0.9126 -1.7472
H 0.2069 0.1599 2.6290
H -0.6359 2.2545 0.8898
H 1.6572 1.2431 -0.9560
H 0.7282 -0.2891 2.3566
*
```

Summary:
**Highest occupied orbital energy**: -9.4056 eV
**Gap between HOMO and LUMO**: 0.3823 Eh
**Lowest unoccupied orbital energy**: 1.00 eV

A molecular structure, C5H8O in a non-equilibrium geometry. Source: OMol25; level of theory: wB97M-V/def2-TZVPD.

ORCA input file:
```
! RIJCOSX wB97M-V def2-TZVPD def2/J DEFGRID3
* xyz 0 1
C -1.5841 -0.3816 -0.0350
C 1.2261 -1.0586 0.3937
C 0.6201 -0.1596 -0.6516
C -1.0736 0.8807 -0.2915
C 0.0785 1.4501 0.3131
O 0.9439 -0.1077 -1.8072
H -2.2952 -0.8151 -0.7248
H -1.5044 -0.8400 0.9417
H -1.3332 1.3003 -1.2602
H 0.8579 -0.8764 1.3984
H 0.9984 -2.0912 0.1222
H 2.3087 -0.9190 0.3714
H 0.2804 1.2638 1.3612
H 0.4765 2.3542 -0.1314
*
```

Summary:
**Highest occupied orbital energy**: -7.9182 eV
**Gap between HOMO and LUMO**: 0.3237 Eh
**Lowest unoccupied orbital energy**: 0.89 eV

Number 11 is which compound?
C5H8O